No. 1
ORCA calculation (ωB97M-V/def2-TZVPD) on 3 unconnected molecules or ions with the total composition C5H8O.

For the LUMO energy (spin up / spin down), the calculation gives 0.396 / 0.394 eV. The energy relative to the best compared isomer or geometry (same formula, charge and spin) comes out at 136.38 kcal/mol. As for the HOMO energy (spin up / spin down): -0.29386 / -0.29381 Ha.

```
14
Properties=species:S:1:pos:R:3:forces:R:3
H 1.464 -0.275 -1.444 -0.011 0.000 0.146
H -2.056 0.774 -0.681 0.162 -0.053 0.026
H -0.986 0.734 1.501 -0.079 -0.116 0.025
H 2.355 -0.959 -0.060 -0.125 0.096 -0.037
H -0.550 0.600 -1.640 -0.001 -0.016 0.105
C 1.120 0.802 0.439 -0.127 0.035 0.080
H -1.626 -1.620 0.029 0.078 0.125 0.005
C 1.441 -0.445 -0.361 0.116 0.067 -0.133
H -1.333 -0.095 1.536 0.065 0.066 -0.036
C -0.842 -0.898 -0.169 0.034 0.048 -0.071
H 1.801 1.091 1.233 -0.099 -0.038 -0.116
O 0.369 -1.399 -0.095 -0.191 0.021 0.093
C -0.144 1.230 0.370 0.258 -0.146 -0.074
C -1.013 0.459 -0.657 -0.081 -0.090 -0.013
```
Positions in Å, forces in eV/Å.

For reference, the Mulliken charges in units of e are:
1. H 0.243
2. H 0.224
3. H -0.044
4. H 0.278
5. H 0.261
6. C -0.298
7. H 0.461
8. C -0.415
9. H 0.089
10. C -0.136
11. H 0.325
12. O -0.342
13. C -0.149
14. C -0.500

***

No. 2
ORCA calculation (ωB97M-V/def2-TZVPD) on a molecular structure, CHAlO3 in a non-equilibrium geometry.

For the LUMO energy, the calculation gives -17.083 eV. Its total charge is +2. The energy relative to the best compared isomer or geometry (same formula, charge and spin) comes out at 16.08 kcal/mol. As for the HOMO energy: -0.79498 Ha.

```
6
Properties=species:S:1:pos:R:3:forces:R:3
C -0.043 -0.154 0.539 -1.017 4.474 -1.405
O 0.993 -0.515 -0.010 1.284 -2.227 -0.210
H -1.366 1.069 0.743 -1.746 1.147 0.379
Al 1.595 -0.637 -2.923 0.195 -0.004 -0.090
O -0.547 0.988 0.249 0.933 -0.003 -0.715
O -0.631 -0.751 1.402 0.350 -3.388 2.042
```
Positions in Å, forces in eV/Å.

For reference, the Mulliken charges in units of e are:
1. C 0.827
2. O -0.215
3. H 0.393
4. Al 1.203
5. O -0.245
6. O 0.036

***

No. 3
ORCA calculation (ωB97M-V/def2-TZVPD) on 3 unconnected molecules or ions with the total composition C2H13N6 in a non-equilibrium geometry.

For the LUMO energy, the calculation gives -2.553 eV. Its total charge is +1. The energy relative to the best compared isomer or geometry (same formula, charge and spin) comes out at 1.57 kcal/mol. As for the HOMO energy: -0.48108 Ha.

```
21
Properties=species:S:1:pos:R:3:forces:R:3
H 1.623 -3.844 2.020 1.157 0.406 -2.008
N -1.975 0.979 -0.331 -1.988 -0.013 -0.012
C 0.512 -0.365 -0.959 -1.127 -0.540 4.020
H -1.352 0.221 0.062 0.010 -0.092 0.130
N -2.225 3.299 -0.428 -1.825 0.895 -0.840
H 0.054 3.156 0.804 -0.523 0.056 -0.226
H 1.614 -2.120 -0.943 0.063 -0.509 0.761
N 0.032 -0.444 0.291 0.106 0.374 -2.100
H -3.137 3.229 -0.907 1.055 -0.061 0.429
H -2.962 0.809 -0.444 -0.024 -0.070 -0.299
H 2.712 -4.834 1.526 -0.034 1.037 -1.130
H 3.051 -3.221 1.430 -0.710 -0.811 -0.232
H 0.187 0.487 -1.596 0.617 -0.750 0.409
N 2.313 -3.920 1.175 -0.447 -0.456 3.291
H -1.859 4.252 -0.377 0.041 -0.828 0.346
H 1.856 -1.024 -2.302 -1.185 -1.078 1.972
C -1.603 2.199 -0.029 1.807 0.507 0.233
N 1.334 -1.282 -1.396 2.110 1.404 -4.788
H 0.018 1.442 1.029 -0.914 0.862 -1.012
N -0.429 2.292 0.599 1.373 -0.237 1.175
H 0.237 -1.309 0.774 0.439 -0.098 -0.120
```
Positions in Å, forces in eV/Å.

For reference, the Mulliken charges in units of e are:
1. H 0.244
2. N -0.368
3. C 0.245
4. H 0.407
5. N -0.394
6. H 0.182
7. H 0.225
8. N -0.763
9. H 0.217
10. H 0.231
11. H 0.277
12. H 0.250
13. H 0.224
14. N -0.755
15. H 0.216
16. H 0.270
17. C 0.645
18. N -0.315
19. H 0.272
20. N -0.366
21. H 0.056

***

No. 4
ORCA calculation (ωB97M-V/def2-TZVPD) on a molecular structure, C50H49BF2N8O2P2Sn.

For the LUMO energy, the calculation gives -4.185 eV. Its total charge is +2. The energy relative to the best compared isomer or geometry (same formula, charge and spin) comes out at 0.00 kcal/mol. As for the HOMO energy: -0.42721 Ha.

```
115
Properties=species:S:1:pos:R:3:forces:R:3
N -2.951 0.698 2.444 -0.031 -0.032 0.032
C 1.617 1.478 2.949 -0.012 0.072 -0.006
H -2.291 4.175 6.873 -0.006 -0.003 0.002
H -4.282 0.435 7.475 -0.004 0.007 -0.001
C 2.551 1.225 -4.058 -0.026 -0.076 -0.022
C -2.537 1.519 4.778 -0.023 -0.060 0.008
C -2.087 1.066 3.450 -0.025 0.113 -0.055
H -0.222 3.909 -3.967 0.014 -0.006 0.014
B 1.220 -1.658 2.169 -0.156 -0.146 0.005
C 3.386 -3.356 -0.949 -0.008 0.014 0.014
O 0.582 3.017 -0.013 -0.079 0.270 0.272
H -4.660 5.323 -5.324 0.010 0.004 -0.003
C 1.086 -3.658 -0.284 -0.014 -0.004 -0.040
C -2.200 2.373 -5.666 -0.043 -0.044 0.001
C -0.912 -6.069 -1.658 -0.015 0.012 -0.026
C -3.457 4.161 -6.667 0.017 -0.022 -0.003
H -0.275 0.325 5.509 0.003 0.010 -0.006
C 0.589 0.698 4.973 -0.017 -0.031 -0.002
H 2.248 4.454 2.384 -0.018 0.013 0.046
C -1.903 -8.176 -1.061 0.004 0.013 0.000
C -2.454 -6.197 0.186 0.035 -0.021 0.059
C -0.822 0.924 2.930 0.070 -0.136 0.031
H -4.019 -4.367 -1.056 0.010 0.004 -0.022
H -0.254 -5.485 -2.290 -0.017 -0.002 -0.010
H -2.179 2.824 -7.756 -0.001 0.008 0.001
P -3.033 -0.358 -0.119 0.005 -0.122 -0.005
H -3.645 2.678 8.298 0.003 -0.005 -0.001
C 2.051 -2.986 -1.033 -0.021 -0.064 -0.093
C -3.697 1.097 6.850 -0.001 0.006 -0.009
C 0.472 1.054 3.628 -0.032 0.048 -0.024
H -3.560 -0.312 5.240 -0.014 0.006 0.005
H 3.275 2.250 -0.085 0.018 -0.006 -0.036
C -0.322 -3.235 -0.350 0.100 0.032 0.146
H 1.549 1.728 1.894 -0.028 0.111 -0.006
H -0.512 -7.909 -2.673 0.004 -0.002 0.007
C 3.311 3.335 -0.154 -0.011 -0.010 0.105
H -4.765 -0.335 2.746 0.010 -0.005 0.005
H 1.748 -2.211 -1.729 -0.002 0.003 -0.008
H -0.129 3.541 1.439 -0.013 0.014 0.044
C -2.597 -7.560 -0.029 -0.008 0.014 -0.010
N -0.673 -1.915 -0.240 -0.044 0.084 -0.026
C -2.574 3.195 6.514 0.014 -0.010 0.004
C 2.805 -5.077 0.625 0.004 0.001 -0.011
H -3.982 4.062 -3.328 0.015 -0.003 0.003
F 0.189 -2.249 2.800 0.092 0.034 0.025
C -0.990 1.550 -2.842 0.021 0.235 0.088
C -1.618 -5.441 -0.634 -0.057 0.009 -0.008
C 1.770 3.434 -4.595 0.018 0.027 0.029
Sn 0.827 -0.272 0.288 0.358 -0.258 0.092
C -1.462 -3.992 -0.439 -0.017 0.015 -0.101
H 3.196 4.620 -1.715 0.046 -0.004 0.016
C -2.258 1.948 -3.230 -0.043 -0.183 -0.066
H -4.918 2.345 -1.840 0.003 0.011 -0.002
H 3.704 2.676 -5.149 -0.004 -0.008 -0.015
N -1.080 0.750 -1.746 0.075 -0.119 0.046
C 2.941 1.218 4.938 -0.015 0.001 0.010
C -3.925 -3.441 -0.497 0.011 -0.006 -0.003
C -2.217 0.344 1.359 -0.070 0.072 0.112
N -2.509 -3.097 -0.393 -0.058 -0.012 0.036
H -4.909 1.504 -3.398 -0.002 -0.007 -0.009
H 3.501 3.075 -2.237 0.069 -0.038 -0.034
H 4.770 3.942 -1.581 0.003 -0.057 -0.013
N 3.772 3.756 -1.517 -0.249 0.023 -0.120
H -2.021 -9.237 -1.233 0.007 0.001 0.006
C -4.574 1.455 -2.365 0.020 -0.027 0.013
H -3.248 -8.140 0.611 0.011 -0.003 0.003
H 3.308 0.454 -4.121 0.028 0.015 0.035
C 1.471 -4.714 0.540 -0.005 0.040 0.044
H -4.362 -3.578 0.491 0.012 -0.003 0.005
C 0.313 1.896 -3.437 -0.047 -0.067 -0.024
H 3.099 -5.888 1.277 0.000 -0.006 -0.012
C -3.970 4.496 -5.423 -0.015 -0.012 0.005
H -1.517 1.538 -5.760 0.006 0.010 0.004
C 2.841 1.563 3.600 0.013 0.001 -0.004
H 4.804 -4.691 -0.053 -0.002 0.004 0.006
C -2.705 2.708 -4.410 0.051 0.055 0.027
C -3.596 3.773 -4.299 0.030 0.067 0.017
C -1.056 -7.430 -1.870 0.009 -0.013 0.010
C -2.574 3.096 -6.787 -0.007 0.016 0.003
C 1.812 0.778 5.618 0.027 0.001 -0.017
H 3.894 1.275 5.447 -0.002 -0.010 -0.003
C -2.355 0.650 -1.452 -0.056 0.008 -0.114
H -1.586 3.439 4.632 -0.006 -0.007 -0.016
F 2.412 -1.945 2.687 -0.011 0.063 -0.010
H 3.998 3.735 0.589 0.067 -0.009 -0.047
C 2.769 2.467 -4.643 0.089 0.124 0.103
C 3.764 -4.398 -0.117 -0.003 0.000 0.013
O 1.697 5.195 -1.009 0.049 0.074 0.162
C 1.330 0.944 -3.462 -0.010 -0.012 0.013
P 1.624 4.100 0.001 -0.233 -0.234 -0.451
C -3.335 2.354 7.314 -0.004 -0.003 -0.002
H 1.936 4.409 -5.036 -0.017 -0.016 -0.019
C -4.410 0.675 2.548 0.046 0.022 -0.004
C -2.178 2.777 5.254 -0.010 0.029 0.006
H 3.723 1.883 3.058 -0.003 -0.032 -0.007
C 1.444 4.774 1.726 0.133 0.094 -0.063
H 0.724 -5.238 1.123 0.007 0.008 0.009
H -3.743 4.729 -7.542 -0.013 -0.011 -0.001
N -0.925 0.483 1.628 -0.074 0.021 -0.122
C -1.998 -1.848 -0.269 -0.016 0.012 -0.065
H 1.890 0.474 6.653 -0.009 0.023 0.006
H 0.271 3.655 3.077 -0.011 0.042 0.019
N -3.120 1.359 -2.338 0.018 0.094 0.027
H -2.973 -5.728 1.013 -0.017 0.009 -0.022
H -4.852 1.033 1.623 0.007 0.012 -0.010
H -4.710 1.323 3.365 0.004 0.021 -0.005
H 4.127 -2.846 -1.551 0.001 0.010 0.014
H -4.455 -2.650 -1.018 0.008 0.004 -0.011
H 1.141 -0.035 -3.041 -0.001 -0.008 0.026
N 0.148 4.209 2.226 0.021 -0.202 -0.131
H -5.003 0.576 -1.892 0.013 -0.015 -0.007
H 1.401 5.860 1.702 -0.016 -0.003 0.047
C -3.301 0.681 5.588 0.059 -0.026 0.007
H -0.568 4.917 2.365 0.011 0.001 0.033
C 0.551 3.151 -3.996 -0.004 0.048 0.037
```
Positions in Å, forces in eV/Å.

Results of the Mulliken charge analysis, in e, for atoms 1 through 99:
1. N 0.398
2. C 0.876
3. H 0.446
4. H 0.433
5. C -0.529
6. C -0.351
7. C 0.950
8. H 0.582
9. B 0.743
10. C -0.830
11. O -0.520
12. H 0.408
13. C -0.234
14. C -0.068
15. C -0.165
16. C -0.443
17. H 0.588
18. C -0.847
19. H 0.326
20. C -0.431
21. C -0.252
22. C -1.011
23. H 0.451
24. H 0.470
25. H 0.432
26. P -0.763
27. H 0.426
28. C -0.212
29. C -0.873
30. C 0.435
31. H 0.500
32. H 0.082
33. C -0.460
34. H 0.099
35. H 0.431
36. C -0.667
37. H 0.312
38. H 0.885
39. H 0.140
40. C -0.796
41. N 0.631
42. C -0.843
43. C -0.861
44. H 0.433
45. F -0.279
46. C -0.894
47. C -0.020
48. C -0.636
49. Sn 0.295
50. C 0.778
51. H 0.468
52. C 0.399
53. H 0.313
54. H 0.417
55. N 0.555
56. C -0.823
57. C -1.006
58. C -1.050
59. N 0.388
60. H 0.420
61. H 0.074
62. H 0.399
63. N -0.155
64. H 0.418
65. C -1.123
66. H 0.416
67. H 0.450
68. C -0.287
69. H 0.310
70. C 0.694
71. H 0.451
72. C -0.781
73. H 0.492
74. C -1.255
75. H 0.445
76. C 0.090
77. C -0.178
78. C -0.834
79. C -0.824
80. C -0.879
81. H 0.466
82. C -0.615
83. H 0.314
84. F -0.198
85. H 0.526
86. C -0.910
87. C -0.481
88. O -0.941
89. C -0.315
90. P 1.208
91. C -0.477
92. H 0.440
93. C -1.058
94. C 0.147
95. H 0.520
96. C -0.852
97. H 0.550
98. H 0.422
99. N 1.474

***

No. 5
ORCA calculation (ωB97M-V/def2-TZVPD) on a molecular structure, C25H26N7O4SeSiSn in a non-equilibrium geometry.

For the LUMO energy, the calculation gives -3.601 eV. Its total charge is +1. As for the HOMO energy: -0.40040 Ha.

```
65
Properties=species:S:1:pos:R:3:forces:R:3
C -3.844 -2.044 1.567 -0.011 0.149 -0.265
H -1.812 -0.551 -0.346 0.477 0.216 0.115
C 3.901 0.990 2.061 1.140 1.217 -1.312
H -2.169 -3.666 -5.272 -0.171 -0.221 -0.137
H 0.674 -3.480 0.996 0.086 -0.023 0.538
Sn 1.594 0.729 -0.377 -0.060 -0.066 0.303
C 0.929 5.315 -0.328 1.175 0.094 0.339
H 1.715 -4.344 -0.154 -0.064 0.454 0.034
N 1.391 6.098 -1.261 0.942 0.032 -0.536
H -4.734 -1.349 -3.906 -0.234 0.239 -0.444
H -0.252 -5.045 -1.426 0.059 0.376 0.651
C 5.773 2.494 2.348 0.079 -1.386 0.078
C -4.176 -1.921 -3.183 -0.852 0.069 0.711
O -0.384 0.222 0.399 0.268 -0.772 1.590
C -1.819 -0.183 -3.278 0.719 -0.505 0.050
H -1.298 -4.319 -0.183 0.321 -0.074 0.230
O 1.958 -1.510 -0.346 -0.026 0.161 0.062
C -3.109 -1.778 3.878 0.419 0.319 -0.038
H -2.341 0.112 -2.362 0.141 0.412 -0.280
C 0.146 3.443 1.471 0.142 -0.188 0.389
C -2.014 -1.064 3.404 -0.132 -0.650 0.070
N 0.154 -1.999 -1.673 0.148 0.365 -0.013
H -0.996 6.221 -0.179 -0.217 0.242 0.187
C -1.940 -2.607 -5.242 -1.799 0.427 -0.350
N 3.044 4.238 -0.311 0.198 0.687 -1.174
N 1.715 0.163 1.839 -1.054 0.016 0.248
C 1.061 -2.281 -0.705 0.402 -1.048 0.172
H -2.573 -2.077 -6.004 0.453 -0.563 0.527
H 2.686 0.062 3.645 -0.065 0.159 -0.409
C -0.679 -3.001 -1.706 -1.304 -1.218 0.166
C -1.726 -0.901 2.050 -1.008 -0.425 0.382
H 6.889 2.803 0.558 0.062 0.289 -0.247
H 5.103 1.797 -0.896 0.184 -0.271 0.501
H -1.299 -0.683 4.076 0.756 0.381 0.864
C 2.723 0.342 2.582 -0.261 -0.468 0.850
H -0.938 -2.482 -5.544 1.286 0.258 -0.130
N 4.063 1.059 0.704 -1.239 -0.729 0.940
H -4.386 -1.449 -2.208 0.414 -0.084 -0.283
C -2.698 -1.376 1.144 0.474 0.519 -1.685
N 1.370 3.323 1.045 0.363 -0.317 0.494
C -0.382 -4.163 -0.759 -0.472 0.142 -1.476
H 4.532 1.700 3.974 0.109 0.068 -0.243
Si -2.410 -1.915 -3.597 1.099 -0.271 0.792
N 0.556 -0.371 2.454 1.906 0.118 0.106
H -4.626 -2.375 0.839 0.971 0.295 0.686
O -2.521 -1.197 -0.226 -0.766 -0.529 1.062
C 0.858 -3.667 -0.049 -0.086 0.306 -0.517
C -0.742 4.462 1.052 -2.046 1.140 0.469
H -0.239 2.757 2.248 0.463 0.010 -0.684
C -3.990 -2.251 2.931 0.084 -0.037 -0.655
H -2.170 0.361 -4.156 -0.105 0.379 0.188
C -0.431 -0.327 1.647 -1.282 0.969 -2.747
C -0.349 5.465 0.225 -0.777 -1.307 -0.074
H -4.635 -2.894 -3.125 -0.076 -0.510 -0.164
O -1.750 -3.112 -2.425 0.796 1.007 -0.327
H -0.722 -0.049 -3.177 -0.762 -0.107 -0.074
C 6.003 2.374 0.989 0.151 0.455 0.720
H -4.808 -2.823 3.243 -1.236 -0.686 0.485
C 4.719 1.719 2.900 0.571 0.561 0.216
C 1.840 4.284 0.172 -1.677 -0.423 0.354
H -3.277 -2.001 4.942 0.222 0.365 -0.634
Se 3.055 5.540 -1.574 0.198 -0.128 0.387
H -1.797 4.453 1.428 1.182 -0.052 -0.224
H 6.508 3.016 2.969 -0.560 -0.086 -0.104
C 5.075 1.713 0.200 -0.116 0.248 -0.729
```
Positions in Å, forces in eV/Å.

For reference, the Mulliken charges in units of e are:
1. C -0.826
2. H 0.317
3. C 0.912
4. H 0.338
5. H 0.217
6. Sn 0.766
7. C 0.840
8. H 0.380
9. N -0.743
10. H 0.387
11. H 0.349
12. C -0.385
13. C -0.956
14. O -0.815
15. C -0.642
16. H 0.321
17. O -0.696
18. C -1.157
19. H 0.094
20. C -0.139
21. C -0.652
22. N -0.158
23. H 0.449
24. C -1.111
25. N -0.377
26. N 0.997
27. C 0.489
28. H 0.309
29. H 0.377
30. C 0.618
31. C 0.201
32. H 0.403
33. H 0.409
34. H 0.534
35. C -0.800
36. H 0.372
37. N -0.162
38. H 0.203
39. C 0.518
40. N -0.118
41. C -0.548
42. H 0.389
43. Si 0.354
44. N -1.177
45. H 0.373
46. O -0.484
47. C -0.474
48. C -0.549
49. H 0.411
50. C -0.248
51. H 0.544
52. C 1.171
53. C -0.537
54. H 0.372
55. O -0.464
56. H 0.165
57. C -0.582
58. H 0.474
59. C -0.673
60. C 0.191
61. H 0.380
62. Se 0.266
63. H 0.353
64. H 0.432
65. C -0.202